Entry 1:
Molecular formula: C3H2F2O
Method: DFT, ωB97M-V with the def2-TZVPD basis set

XYZ file:
```
8
Properties=species:S:1:pos:R:3:forces:R:3
C 0.590605 0.872631 1.136072 -0.74 -1.14 -4.00
C -0.526138 0.483203 0.543481 1.09 0.84 0.23
C 0.040082 -1.713074 -2.001035 0.27 -1.17 -0.78
O -0.487552 -2.556901 -2.536961 0.07 0.44 0.28
F -0.614651 0.190490 -0.742644 -0.13 0.43 -0.26
F 1.745411 0.999451 0.506970 0.85 -0.24 -0.88
H 0.702746 1.137558 2.075751 -0.16 1.12 4.57
H -1.450503 0.586642 1.018367 -1.25 -0.29 0.84
```
Forces are in eV/Å.

Output
E_LUMO	0.038	Eh
relative energy (zero: lowest compared OMol25 entry of this formula, charge and spin)	1.296	eV
DFT total energy	-10623.6804	eV
orbital gap	10.94	eV
HOMO level	-9.916	eV

Charges in e, computed with natural (NBO), in the same order as the atoms: 0.1604, 0.1380, 0.5117, -0.5141, -0.3132, -0.3167, 0.1627, 0.1712

Entry 2:
Molecular formula: C4H8O2
Method: DFT, ωB97M-V with the def2-TZVPD basis set

XYZ file:
```
14
Properties=species:S:1:pos:R:3:forces:R:3
C -0.446526 1.577651 0.182133 -0.04 0.03 -0.02
C -0.120053 0.143754 -0.205530 -0.23 0.07 -0.18
C -1.251728 -0.830990 0.030875 -0.04 -0.08 0.00
O 1.040874 -0.209069 0.572319 0.19 0.13 -0.07
C 1.990102 -0.967485 0.001234 -0.11 -0.04 -0.06
O 1.844606 -1.881223 -0.765242 -0.09 0.68 0.28
H -1.259054 1.958855 -0.443840 0.08 -0.05 0.09
H -0.755572 1.641452 1.231403 0.04 -0.07 -0.16
H 0.428902 2.220469 0.045802 -0.15 -0.11 -0.01
H 0.189936 0.104958 -1.255825 -0.12 -0.02 0.05
H -0.932352 -1.838431 -0.243715 -0.10 0.08 0.04
H -2.112852 -0.550980 -0.583420 0.07 -0.06 0.08
H -1.552922 -0.822933 1.083118 0.04 0.00 -0.11
H 2.936642 -0.546026 0.350682 0.46 -0.55 0.07
```
Forces are in eV/Å.

Output
E_LUMO	0.037	Eh
relative energy (zero: lowest compared OMol25 entry of this formula, charge and spin)	0.663	eV
SMILES string	CC(C)OC=O
DFT total energy	-8372.6192	eV
orbital gap	11.75	eV
HOMO level	-10.745	eV

Charges in e, computed with natural (NBO), in the same order as the atoms: -0.6195, 0.0916, -0.6324, -0.5328, 0.6614, -0.5675, 0.2144, 0.2132, 0.2183, 0.1840, 0.2325, 0.2139, 0.2109, 0.1120

Entry 3:
Molecular formula: S3
Method: DFT, ωB97M-V with the def2-TZVPD basis set

XYZ file:
```
3
Properties=species:S:1:pos:R:3:forces:R:3
S -0.724451 0.925680 -1.067348 -0.76 1.00 -1.32
S 0.559390 -0.498737 -0.448380 0.51 -0.43 -0.57
S 0.165061 -0.426943 1.515729 0.24 -0.57 1.89
```
Forces are in eV/Å.

Output
E_LUMO	0.240	Eh
relative energy (zero: lowest compared OMol25 entry of this formula, charge and spin)	0.085	eV
charge	-2
SMILES string	[S-]S[S-]
DFT total energy	-32504.2524	eV
orbital gap	3.92	eV
HOMO level	2.621	eV

Charges in e, computed with natural (NBO), in the same order as the atoms: -0.8626, -0.2782, -0.8592

> Which of these has the lowest HOMO level?

C4H8O2

> Which formula does entry 3 have?

S3